The ion C5H13N2 with charge +1 in a non-equilibrium geometry, computed with the ωB97M-V functional and the def2-TZVPD basis.

Values from the calculation:
SMILES: C[C@@H](N)C/C=C/[NH3+]
HOMO level in eV: -12.02
LUMO level in eV: -3.96
Total charge: +1
Calculated total energy in eV: -8365.5953

Each line ends with the Löwdin charge.
Atoms and positions in Å:
C1 -2.2153 -2.0793 -0.5139  -0.06
C2 -1.1941 -0.8690 -0.3910  -0.44
C3 -0.1148 -0.9504 0.7071  -0.14
C4 1.1252 -0.1145 0.1258  -0.01
C5 1.6300 1.1964 0.5987  -0.13
N1 2.6935 1.9849 0.0086  0.10
N2 -1.8317 0.4696 -0.2303  0.02
H1 -2.7908 -2.3534 0.4207  0.10
H2 -3.0673 -1.7448 -1.1932  0.10
H3 -1.8154 -2.8138 -1.1163  0.03
H4 -0.7772 -0.9282 -1.4928  0.15
H5 -0.4753 -0.1356 1.6164  0.18
H6 0.0869 -1.9347 0.9616  0.08
H7 1.3686 -0.4469 -0.9778  0.13
H8 1.3073 1.6556 1.6044  0.14
H9 2.8576 2.7977 0.6412  0.18
H10 3.5431 1.3793 -0.3119  0.22
H11 2.4856 2.4847 -0.9685  0.23
H12 -1.3295 1.1020 -0.7693  0.03
H13 -2.8121 0.6574 -0.0224  0.09

=====

A cluster of 7 separate species, C6H24ClO6 in total in a non-equilibrium geometry, computed with the ωB97M-V functional and the def2-TZVPD basis.

Values from the calculation:
HOMO level in eV: -4.89
LUMO level in eV: 2.98
Total charge: -1
Calculated total energy in eV: -31418.1706

Each line ends with the Löwdin charge.
Atoms and positions in Å:
Cl1 0.8221 0.5214 0.1358  -0.85
C1 -1.1459 4.3680 3.3669  -0.16
O1 -1.5464 4.2864 2.0003  -0.14
H1 -1.6666 3.6171 3.9611  0.07
H2 -0.0757 4.1618 3.3788  0.08
H3 -1.2887 5.3767 3.7546  0.07
H4 -1.1150 3.5751 1.5212  0.07
C2 -0.6931 -1.3084 5.0648  -0.17
O2 -0.0022 -0.0915 4.8280  -0.14
H5 -1.6230 -1.2548 4.4987  0.07
H6 -0.0902 -2.1304 4.6791  0.08
H7 -0.8888 -1.4119 6.1321  0.07
H8 0.1876 -0.0433 3.8882  0.07
C3 -1.1280 -3.2278 -3.1052  -0.14
O3 -0.0883 -3.6137 -2.1633  -0.15
H9 -1.5663 -4.1243 -3.5435  0.07
H10 -1.8443 -2.6275 -2.5443  0.08
H11 -0.6952 -2.6671 -3.9337  0.06
H12 0.2628 -2.8322 -1.7301  0.06
C4 -4.0500 0.7098 1.6079  -0.18
O4 -3.5952 0.0018 0.4880  -0.13
H13 -3.2334 0.8381 2.3183  0.07
H14 -4.2185 1.7264 1.2525  0.07
H15 -4.9778 0.2937 2.0005  0.07
H16 -2.6384 0.0749 0.5148  0.05
C5 5.2946 -2.2153 -1.9534  -0.15
O5 4.8516 -1.9273 -0.6085  -0.13
H17 4.4796 -2.7463 -2.4453  0.07
H18 5.5383 -1.3060 -2.5028  0.07
H19 6.1830 -2.8466 -1.9404  0.07
H20 3.9371 -1.6441 -0.6805  0.06
C6 0.9090 1.4050 -4.9980  -0.19
O6 2.1185 1.3669 -4.2977  -0.12
H21 0.5976 2.4374 -5.1570  0.07
H22 0.9615 0.9911 -6.0050  0.07
H23 0.1154 0.9283 -4.4225  0.08
H24 1.9126 1.3383 -3.3605  0.07

=====

An isolated molecule of C11H10N2O2 in a non-equilibrium geometry, computed with the ωB97M-V functional and the def2-TZVPD basis.

Values from the calculation:
SMILES: C=C(C)C(=O)C(=C=NCC(C)=C=O)C#N
HOMO level in eV: -9.22
LUMO level in eV: 0.02
Total charge: 0
Calculated total energy in eV: -18639.9375

Each line ends with the Löwdin charge.
Atoms and positions in Å:
C1 -0.3290 0.9340 -1.0734  0.04
C2 1.7203 2.0008 -0.5531  -0.22
C3 2.6814 0.5109 1.7653  0.10
C4 -2.7255 0.9228 -1.2774  -0.14
C5 2.6736 -0.2443 0.6447  -0.35
C6 -2.9931 -0.0833 -0.1740  -0.25
C7 1.4549 -0.4203 -0.1690  -0.38
C8 -2.7328 0.2494 1.0634  -0.14
C9 3.7482 -1.0769 0.2248  -0.06
C10 -3.6165 -1.4666 -0.3417  -0.04
C11 0.9120 0.8311 -0.6034  -0.15
N1 -1.3737 0.9545 -1.6098  0.20
N2 2.3158 2.9666 -0.6196  0.17
O1 1.0181 -1.5417 -0.3932  0.10
O2 -2.3181 0.6583 2.0848  0.18
H1 3.5340 0.5321 2.4452  0.08
H2 1.8472 1.1569 2.0106  0.08
H3 -3.3907 0.5369 -2.0035  0.11
H4 -3.1527 1.8678 -0.9242  0.14
H5 4.5166 -0.7581 0.8998  0.07
H6 4.0587 -0.8659 -0.7803  0.09
H7 3.6571 -2.2207 0.4103  0.14
H8 -3.8971 -1.7466 0.6371  0.06
H9 -4.6091 -1.4870 -0.7936  0.08
H10 -3.0001 -2.2106 -0.8700  0.09

=====

An isolated molecule of C5H11NO in a non-equilibrium geometry, computed with the ωB97M-V functional and the def2-TZVPD basis.

Values from the calculation:
SMILES: CNCCCC=O
HOMO level in eV: -8.89
LUMO level in eV: 0.88
Total charge: 0
Calculated total energy in eV: -8899.6651

Each line ends with the Löwdin charge.
Atoms and positions in Å:
O1 -0.8604 -0.4019 3.2814  0.06
C1 -0.5557 -0.0543 2.1701  -0.29
C2 0.7748 -0.1472 1.4607  -0.15
C3 0.5741 -1.0392 0.2110  -0.20
C4 -0.6613 -0.7831 -0.6873  -0.26
C5 0.2550 1.3194 -1.6585  -0.10
N1 -0.8486 0.6294 -0.9579  -0.13
H1 -1.1637 0.6624 1.5772  0.11
H2 1.0723 0.8820 1.2612  0.11
H3 1.5460 -0.5571 2.1088  0.11
H4 0.6919 -2.1032 0.4322  0.11
H5 1.4284 -0.8815 -0.4524  0.09
H6 -0.4991 -1.4556 -1.5392  0.11
H7 -1.5305 -1.0546 -0.0742  0.11
H8 0.0569 2.3846 -1.6348  0.08
H9 1.2066 0.8761 -1.3796  0.06
H10 0.2485 0.9742 -2.7004  0.07
H11 -1.7353 0.7494 -1.4183  0.10

=====

A cluster of 2 separate species, C2H3BrFNO3 in total in a non-equilibrium geometry, computed with the ωB97M-V functional and the def2-TZVPD basis.

Values from the calculation:
HOMO level in eV: -11.31
LUMO level in eV: -1.74
Total charge: 0
Calculated total energy in eV: -82508.9865

Each line ends with the Löwdin charge.
Atoms and positions in Å:
C1 -0.7796 -0.9326 0.1014  -0.25
C2 0.5377 -0.2890 -0.0858  -0.57
N1 0.8520 1.1725 0.2770  -0.42
O1 1.9331 1.2936 0.7192  0.05
O2 0.0523 1.9907 0.0002  0.14
O3 -1.6955 0.0147 0.6002  -0.05
F1 0.6385 0.0350 -1.9716  -0.28
Br1 2.0074 -1.3145 0.1657  1.02
H1 -0.5694 -1.6503 0.9114  0.12
H2 -1.2756 -1.1817 -0.8857  0.17
H3 -1.7008 0.8617 0.1681  0.07

=====

A cluster of 3 separate species, C20H44BrN2 in total in a non-equilibrium geometry, computed with the ωB97M-V functional and the def2-TZVPD basis.

Values from the calculation:
HOMO level in eV: -9.03
LUMO level in eV: -1.82
Total charge: +1
Calculated total energy in eV: -94468.5541

Each line ends with the Löwdin charge.
Atoms and positions in Å:
Br1 0.2783 1.7104 -1.8102  -0.55
C1 5.4593 -6.9867 -2.0421  -0.09
C2 3.9462 -6.9541 -2.1317  -0.27
C3 3.3721 -5.8241 -1.3181  -0.23
C4 3.3756 -4.4977 -2.0733  -0.12
N1 2.8830 -3.3974 -1.1741  -0.21
C5 3.8930 -2.9219 -0.0895  -0.08
C6 3.5236 -1.5259 0.2956  -0.16
C7 2.8452 -1.0587 -0.9631  -0.22
C8 2.7797 -2.1012 -2.0599  -0.07
C9 1.4445 -3.6428 -0.5480  0.08
H1 5.9433 -7.7049 -2.7039  0.08
H2 5.7638 -7.3403 -1.0570  0.08
H3 5.8381 -5.9702 -2.1487  0.07
H4 3.4640 -7.8700 -1.7900  0.11
H5 3.6325 -6.8895 -3.1736  0.11
H6 3.8311 -5.7303 -0.3339  0.12
H7 2.3936 -6.2639 -1.1257  0.11
H8 2.7247 -4.7537 -2.9093  0.14
H9 4.3800 -4.2658 -2.4276  0.13
H10 3.9870 -3.6497 0.7164  0.13
H11 4.8022 -2.8890 -0.6897  0.14
H12 2.8299 -1.4900 1.1355  0.11
H13 4.2941 -0.8135 0.5906  0.13
H14 1.8794 -0.5853 -0.7866  0.04
H15 3.5076 -0.2558 -1.2864  0.12
H16 1.8414 -1.9751 -2.6001  0.14
H17 3.6015 -1.9483 -2.7595  0.14
H18 1.2516 -2.7428 0.0359  0.09
H19 1.4377 -4.5748 0.0172  0.10
H20 0.7461 -3.7240 -1.3809  0.11
C10 -0.1236 5.7522 0.4882  -0.10
C11 -1.2764 5.6467 -0.5225  -0.22
C12 -2.2551 4.4047 -0.3823  -0.19
C13 -2.7019 4.1438 1.0187  -0.14
N2 -3.6346 2.9532 1.2043  -0.19
C14 -3.9325 2.9568 2.7167  -0.10
C15 -5.1436 3.9151 2.8854  -0.14
C16 -5.7187 4.2993 1.4840  -0.13
C17 -5.0288 3.2783 0.6290  -0.10
C18 -3.1051 1.5612 0.7358  -0.06
C19 -1.7438 1.1726 1.4191  -0.23
C20 -1.3407 -0.3091 1.3977  -0.10
H21 -0.3440 5.8996 1.5455  0.07
H22 0.6292 6.3998 0.0388  0.07
H23 0.4834 4.8471 0.4656  0.07
H24 -0.8683 5.6607 -1.5331  0.11
H25 -1.9334 6.5120 -0.6108  0.10
H26 -1.6605 3.5380 -0.6712  0.02
H27 -3.0282 4.5194 -1.1421  0.11
H28 -3.2005 5.0269 1.4182  0.14
H29 -1.8251 3.9583 1.6392  0.13
H30 -4.2983 1.9742 3.0148  0.13
H31 -3.1116 3.1227 3.4143  0.13
H32 -5.9658 3.5145 3.4784  0.11
H33 -4.8842 4.7827 3.4921  0.11
H34 -6.8010 4.1819 1.4305  0.12
H35 -5.4522 5.2930 1.1239  0.12
H36 -5.4131 2.2584 0.6395  0.13
H37 -4.9103 3.6975 -0.3702  0.13
H38 -3.0512 1.7519 -0.3360  0.12
H39 -3.8754 0.7986 0.8507  0.13
H40 -1.7187 1.4457 2.4741  0.10
H41 -0.9260 1.8148 1.0920  0.07
H42 -1.1936 -0.6348 0.3680  0.05
H43 -2.1819 -0.8394 1.8440  0.07
H44 -0.4145 -0.6615 1.8517  0.07

=====

A structure of composition C16H40AsF6Mg2NO11 in a non-equilibrium geometry, computed with the ωB97M-V functional and the def2-TZVPD basis.

Values from the calculation:
HOMO level in eV: -15.75
LUMO level in eV: -4.99
Total charge: +2
Calculated total energy in eV: -129273.9021

Each line ends with the Löwdin charge.
Atoms and positions in Å:
Mg1 19.0536 21.1657 2.6838  0.69
Mg2 13.5415 21.2634 0.9278  0.45
N1 16.0476 21.4765 2.6961  -0.50
O1 15.8320 21.5846 3.8536  0.13
O2 15.1998 21.7425 1.8623  0.00
O3 17.1857 21.1669 2.3196  -0.02
As1 15.2514 18.2066 0.5904  0.98
F1 14.1847 19.6172 0.9536  -0.24
F2 16.5716 19.2922 0.2489  -0.23
F3 16.3079 16.7854 0.3068  -0.25
F4 13.7611 17.2007 0.7251  -0.25
F5 14.8725 18.3001 -1.1645  -0.25
F6 15.6674 18.1756 2.3775  -0.27
C1 19.2731 23.4770 0.6398  0.01
O4 19.4540 22.1257 1.1308  -0.28
C2 19.6610 21.3086 -0.0445  -0.13
C3 20.0278 19.9520 0.4005  -0.10
O5 19.3925 19.5614 1.6847  -0.25
C4 18.9823 18.1376 1.6855  -0.01
H1 19.1568 24.1102 1.5195  0.11
H2 18.3446 23.4980 0.0692  0.11
H3 20.2905 23.7113 0.3268  0.11
H4 20.3731 21.7413 -0.7472  0.16
H5 18.6998 21.2241 -0.5514  0.13
H6 21.0910 19.7941 0.5820  0.14
H7 19.6866 19.3192 -0.4188  0.15
H8 18.4220 17.8687 0.7900  0.07
H9 18.2456 17.9413 2.4644  0.09
H10 19.6586 17.3037 1.8730  0.11
C5 13.3322 24.2889 0.7532  0.01
O6 12.8011 22.9710 1.0640  -0.26
C6 11.8493 23.0026 2.2004  -0.08
C7 12.3798 22.0795 3.3337  -0.16
O7 12.7102 20.8325 2.7018  -0.25
C8 12.6310 19.8303 3.8151  0.03
H11 13.8359 24.6524 1.6489  0.11
H12 12.4646 24.8639 0.4296  0.11
H13 13.9698 24.2391 -0.1294  0.10
H14 10.8965 22.5898 1.8692  0.14
H15 11.5943 23.9612 2.6522  0.14
H16 11.6701 21.9802 4.1550  0.14
H17 13.2266 22.5820 3.8012  0.13
H18 11.5924 19.5308 3.9559  0.11
H19 13.1297 20.1862 4.7166  0.11
H20 13.2314 19.0190 3.4036  0.09
C9 22.1271 22.1017 2.7123  -0.05
O8 21.0155 21.2655 3.0131  -0.24
C10 21.5347 20.0262 3.6756  -0.08
C11 20.4683 19.6417 4.7167  -0.09
O9 19.1019 19.8074 4.1391  -0.29
C12 18.0021 19.5083 5.0993  0.02
H21 22.6002 22.4444 3.6325  0.11
H22 21.8267 23.0037 2.1791  0.09
H23 22.9032 21.7114 2.0540  0.12
H24 22.3993 20.3136 4.2738  0.14
H25 21.8133 19.1506 3.0892  0.14
H26 20.5318 20.2778 5.5996  0.13
H27 20.6099 18.6706 5.1909  0.15
H28 18.2224 20.3013 5.8139  0.10
H29 18.1730 18.5669 5.6213  0.11
H30 17.0061 19.5329 4.6572  0.09
C13 15.8182 21.8431 -1.0757  -0.05
O10 14.4331 21.6972 -0.7505  -0.24
C14 13.6640 21.2865 -1.9024  -0.11
C15 12.2213 21.1339 -1.4896  -0.11
O11 12.1336 20.6085 -0.1571  -0.24
C16 10.9028 19.9366 -0.0427  -0.04
H31 16.0558 22.6495 -1.7695  0.11
H32 16.1766 20.8757 -1.4276  0.10
H33 16.4364 22.0813 -0.2101  0.07
H34 14.0906 20.3917 -2.3558  0.14
H35 13.6978 22.1085 -2.6174  0.15
H36 11.6864 20.4578 -2.1566  0.15
H37 11.7852 22.1305 -1.4209  0.15
H38 10.0292 20.4251 -0.4744  0.11
H39 10.6872 19.8516 1.0224  0.10
H40 10.9505 18.9399 -0.4814  0.12

=====

A cluster of 2 separate species, Cl2O4PS in total in a non-equilibrium geometry, computed with the ωB97M-V functional and the def2-TZVPD basis.

Values from the calculation:
HOMO level (alpha / beta) in eV: -5.14 / -5.15
LUMO level (alpha / beta) in eV: 0.21 / 0.21
Total charge: -1
Calculated total energy in eV: -53360.3546

Each line ends with the Löwdin charge.
Atoms and positions in Å:
O1 -1.6965 0.7168 -0.8812  -0.38
O2 1.0184 -0.0466 -1.5542  -0.40
O3 -1.5671 0.6655 1.5968  -0.35
O4 -0.3106 2.4198 0.3762  -0.29
P1 0.4672 -0.5838 -0.3690  0.37
S1 -0.9513 1.1310 0.3308  0.42
Cl1 3.5212 -1.9980 1.0477  -0.71
Cl2 -0.4813 -2.3047 -0.5471  0.34

=====

Calculated relative energy (zero: lowest compared OMol25 entry of this formula, charge and spin) (kJ/mol), listed in the same order as above: 503.18; 184.51; 452.85; 196.08; 142.32; 177.66; 350.51; 235.27